1.
Computed, not measured: C54H39F3GaNOP2S2 as an isolated structure, with the ωB97M-V functional and the def2-TZVPD basis.

Computed properties:
- Electronic energy: -160935.5323 eV
- Charge: +2
- F_max: 0.403 eV/A

Each line ends with the Löwdin charge.
Atoms and positions in Å:
Ga 0.18481 -0.85268 0.47323  0.18
O 0.13345 1.13072 -0.36452  -0.55
S -1.38722 1.09985 -0.66472  1.02
C -1.50659 1.73790 -2.28742  -0.32
C -1.77412 3.06662 -2.52937  -0.04
C -1.90719 3.57256 -3.83274  0.02
C -1.79332 2.69425 -4.87537  -0.12
C -1.94201 2.90497 -6.36228  -0.08
C -1.63249 1.52230 -6.99424  -0.08
C -1.33409 0.62237 -5.81998  -0.13
C -0.96546 -0.69079 -5.76031  0.02
C -0.68607 -1.24125 -4.49807  -0.05
C -0.79274 -0.55313 -3.29912  -0.25
P -0.15187 -1.55938 -1.89705  1.07
C -1.15855 -3.05692 -1.91653  -0.38
C -0.81448 -4.22504 -2.59277  -0.08
C -1.69467 -5.29873 -2.60686  -0.05
C -2.92074 -5.20630 -1.96301  -0.05
C -3.27569 -4.03739 -1.30317  -0.05
C -2.39442 -2.96990 -1.27551  -0.13
C 1.54674 -1.95339 -2.39890  -0.36
C 2.30218 -0.97053 -3.04126  -0.07
C 3.63331 -1.20783 -3.35206  -0.05
C 4.21478 -2.42870 -3.03439  -0.06
C 3.47030 -3.40584 -2.38547  -0.06
C 2.14344 -3.16766 -2.05555  -0.11
C -1.25027 0.80367 -3.33838  -0.13
C -1.46041 1.34516 -4.61983  -0.07
C -2.21167 2.25201 0.38534  -0.31
C -3.44097 2.67439 -0.07679  -0.08
C -4.23006 3.60756 0.60924  0.01
C -3.72709 4.13162 1.76530  -0.13
C -4.29078 5.18331 2.68761  -0.08
C -3.23617 5.32820 3.81318  -0.08
C -2.17271 4.31375 3.47417  -0.13
C -1.02935 3.97165 4.13111  0.02
C -0.27630 2.90588 3.61310  -0.05
C -0.57682 2.21979 2.44639  -0.25
P 0.48590 0.74532 2.29156  1.08
C 0.39960 -0.04506 3.91580  -0.36
C 1.39053 0.04065 4.89204  -0.08
C 1.20888 -0.58316 6.11977  -0.05
C 0.03969 -1.28276 6.38162  -0.05
C -0.96227 -1.35094 5.42177  -0.05
C -0.78124 -0.73713 4.19324  -0.12
C 2.15219 1.39273 2.02829  -0.34
C 2.32421 2.62598 1.40219  -0.07
C 3.60111 3.11076 1.16224  -0.05
C 4.71099 2.37249 1.54987  -0.05
C 4.54641 1.14278 2.17386  -0.06
C 3.27168 0.64887 2.40814  -0.12
C -1.70775 2.64795 1.66832  -0.10
C -2.49749 3.65501 2.26972  -0.07
H -1.91094 3.74211 -1.69441  0.12
H -2.12146 4.62344 -3.98428  0.13
H -1.26500 3.68210 -6.71770  0.13
H -2.95195 3.24007 -6.59890  0.13
H -0.78362 1.56481 -7.67645  0.13
H -2.47563 1.14021 -7.56968  0.13
H -0.85503 -1.29968 -6.64893  0.13
H -0.33889 -2.26701 -4.47757  0.11
H 0.13532 -4.31194 -3.10525  0.10
H -1.42083 -6.20881 -3.12504  0.12
H -3.60240 -6.04765 -1.97663  0.12
H -4.23415 -3.96295 -0.80524  0.12
H -2.67250 -2.05991 -0.75593  0.10
H 1.84879 -0.02234 -3.30600  0.11
H 4.21350 -0.44283 -3.85322  0.12
H 5.24731 -2.62070 -3.29767  0.12
H 3.92206 -4.35911 -2.13711  0.12
H 1.57911 -3.92820 -1.52856  0.11
H -3.80504 2.29745 -1.02588  0.12
H -5.18292 3.91624 0.19925  0.13
H -5.25821 4.86622 3.07753  0.13
H -4.46060 6.12039 2.15761  0.13
H -3.65972 5.12863 4.79767  0.13
H -2.81472 6.33274 3.85296  0.13
H -0.72253 4.45731 5.04917  0.13
H 0.58288 2.58319 4.19116  0.11
H 2.29564 0.60604 4.71282  0.10
H 1.98115 -0.51373 6.87587  0.12
H -0.09482 -1.77082 7.33942  0.12
H -1.88008 -1.88617 5.62972  0.12
H -1.56628 -0.79010 3.44985  0.09
H 1.45989 3.20511 1.10247  0.11
H 3.73011 4.07046 0.67861  0.12
H 5.70593 2.76129 1.37463  0.12
H 5.41192 0.57295 2.48901  0.12
H 3.15125 -0.30383 2.90535  0.10
F 0.55911 -5.80338 2.00454  0.15
C 1.41757 -5.12387 2.77214  -0.62
F 2.34490 -5.98035 3.20819  0.16
F 0.74119 -4.67349 3.83308  0.15
C 2.05026 -3.98706 2.00720  -0.09
C 3.41454 -3.94895 1.80663  0.05
C 3.99933 -2.90617 1.08455  -0.02
C 3.18798 -1.91522 0.60343  -0.11
N 1.86099 -1.93827 0.81641  -0.04
C 1.26370 -2.95534 1.47587  -0.60
S -0.46852 -2.82940 1.51835  0.83
H 4.02999 -4.74401 2.20630  0.14
H 5.06423 -2.87652 0.90085  0.13
H 3.57007 -1.07952 0.03234  0.14



2.
Computed, not measured: C33H32ClDyNOPSi as an isolated structure, with the ωB97M-V functional and the def2-TZVPD basis.

Computed properties:
- <S²>: 9.347
- Multiplicity: 6
- Electronic energy: -92037.9240 eV
- Charge: +2
- F_max: 3.123 eV/A

Each line ends with the Mulliken spin population.
Atoms and positions in Å:
Dy 1.20381 1.12915 20.65204  4.99
C 0.24729 3.33880 21.96178  -0.01
Si -1.39168 2.26746 21.83956  0.01
C -2.47443 3.46488 20.89507  0.00
C -2.03593 1.70819 23.54483  0.00
N -0.81461 0.96198 20.89114  -0.02
C -1.45715 -0.26568 20.58345  -0.02
C -2.81415 -0.44585 20.35292  0.00
C -3.35586 -1.72274 20.01764  0.00
C -2.51752 -2.85171 19.91717  0.00
C -1.15033 -2.68042 20.17510  0.00
C -0.68242 -1.39943 20.46656  0.00
O 0.73646 -1.28083 20.57514  -0.01
C 1.24904 -1.14647 21.88077  0.00
C 0.41202 -1.20497 23.01728  -0.02
C 0.95246 -0.79139 24.23370  0.00
C 2.21928 -0.28872 24.31793  -0.01
C 3.03581 -0.22670 23.19409  0.01
C 2.58161 -0.69828 21.96410  0.03
H -0.07534 4.26867 22.44831  0.00
H 0.76354 3.63408 20.98863  0.01
H 0.97301 2.97037 22.67832  0.01
H -2.34509 4.51810 21.11084  0.00
H -3.47136 3.19397 21.04552  0.00
H -2.24482 3.31234 19.81898  0.00
H -2.51151 2.55256 24.04135  0.00
H -1.27246 1.26762 24.17303  0.00
H -2.78137 0.92281 23.48540  0.00
H -3.42636 0.44879 20.43182  0.00
H -4.36605 -1.86675 19.85374  0.00
H -2.93265 -3.83975 19.67691  0.00
H -0.42319 -3.51483 20.11570  0.00
H -0.53601 -1.61504 22.99776  0.00
H 0.30333 -0.74601 25.13121  0.00
H 2.52953 0.14326 25.22798  0.00
H 4.02631 0.13859 23.32515  0.00
H 3.14617 -0.66799 21.08480  -0.01
Cl 3.66015 0.63688 18.83690  0.00
C 3.22218 0.14321 17.22167  0.00
C 4.15385 -0.59470 16.58837  0.00
C 3.88516 -0.96866 15.27897  0.00
C 2.67776 -0.60489 14.69728  0.00
C 1.71123 0.11360 15.40228  0.00
C 2.00460 0.49453 16.71855  0.00
P 0.83703 1.44072 17.74778  0.02
C -0.81876 1.14102 17.05550  0.00
C -1.46355 2.11730 16.35014  0.00
C -2.77296 1.86071 15.90585  0.00
C -3.30921 0.56745 16.08135  0.00
C -2.61313 -0.42956 16.73061  0.00
C -1.37737 -0.13241 17.28213  0.00
C 1.36249 3.18210 17.48390  0.00
C 2.72063 3.41505 17.23289  0.00
C 3.19457 4.71594 17.30952  0.00
C 2.38972 5.76998 17.61534  0.00
C 1.04279 5.54694 17.81187  0.00
C 0.50639 4.27385 17.81475  0.00
H 5.05561 -0.95672 17.05447  0.00
H 4.58270 -1.56997 14.70279  0.00
H 2.44523 -0.91258 13.67065  0.00
H 0.83469 0.50941 14.91069  0.00
H -0.97577 3.02080 16.04615  0.00
H -3.29382 2.68043 15.44387  0.00
H -4.30147 0.26110 15.74081  0.00
H -3.08912 -1.41805 16.72375  0.00
H -0.82257 -0.89881 17.77457  0.00
H 3.40084 2.59200 16.99868  0.00
H 4.20869 4.88698 17.07880  0.00
H 2.83643 6.75073 17.69816  0.00
H 0.41451 6.43681 18.09708  0.00
H -0.52904 4.07176 18.03114  0.00



3.
Computed, not measured: a 5-piece molecular cluster, C33H59BF12NO9S overall, with the ωB97M-V functional and the def2-TZVPD basis.

Computed properties:
- Electronic energy: -99219.5342 eV
- Charge: -1
- F_max: 1.655 eV/A

Each line ends with the Löwdin charge.
Atoms and positions in Å:
C 3.45122 -1.93034 3.62636  -0.09
O 4.13983 -1.98591 2.38643  -0.18
C 4.81132 -3.19495 2.14328  -0.26
C 4.10142 -4.11182 1.16545  -0.19
C 3.79391 -3.44725 -0.17379  -0.19
C 2.69062 -4.14905 -0.96880  -0.20
C 2.71061 -5.67054 -0.83997  -0.22
C 1.57454 -6.18427 0.03727  -0.23
C 0.24734 -6.26648 -0.70791  -0.21
C -0.93052 -6.52336 0.27244  -0.20
C -1.99160 -5.42336 0.10873  -0.23
C -2.95146 -5.40997 1.28264  -0.25
C -4.19691 -4.53668 1.10727  -0.26
B -4.02072 -2.93462 1.49172  -0.89
S -5.77663 -2.14204 1.46146  0.61
C -2.97032 -2.23608 0.41918  -0.22
C -3.15130 -0.72102 0.19498  -0.27
C -3.64824 -0.40541 -1.21926  -0.20
C -2.59081 -0.69868 -2.33230  -0.20
C -2.95536 -1.88707 -3.21890  -0.28
N -1.90808 -2.94119 -3.16040  -0.01
H 3.67900 -2.77036 4.27313  0.08
H 2.38373 -1.87644 3.46016  0.09
H 3.74153 -1.01414 4.13080  0.07
H 5.03862 -3.74341 3.05569  0.11
H 5.77097 -2.94095 1.69441  0.12
H 3.19237 -4.51053 1.60081  0.11
H 4.77535 -4.94636 1.00569  0.11
H 4.70471 -3.44851 -0.76303  0.11
H 3.50307 -2.42073 -0.00055  0.10
H 1.70971 -3.78978 -0.67595  0.11
H 2.79430 -3.87815 -2.01291  0.10
H 2.58316 -6.14225 -1.80794  0.10
H 3.65205 -6.04207 -0.44893  0.09
H 1.80551 -7.19279 0.36301  0.11
H 1.44015 -5.53490 0.89602  0.10
H 0.27739 -7.05646 -1.45373  0.10
H 0.05648 -5.32916 -1.22051  0.09
H -0.50631 -6.51620 1.26944  0.10
H -1.40533 -7.46454 0.02094  0.10
H -2.53588 -5.60338 -0.80748  0.11
H -1.46277 -4.48589 0.06182  0.09
H -2.41872 -5.17736 2.19981  0.10
H -3.28587 -6.44623 1.39377  0.10
H -4.97484 -4.95148 1.74516  0.06
H -4.59037 -4.58511 0.08936  0.08
H -3.56653 -2.86121 2.62386  0.06
H -6.25966 -2.48580 0.25323  -0.18
H -3.08674 -2.73814 -0.53992  0.07
H -1.95744 -2.41478 0.76699  0.07
H -2.17781 -0.25032 0.29478  0.07
H -3.78651 -0.25378 0.93877  0.07
H -3.96936 0.62772 -1.30058  0.09
H -4.47791 -1.08038 -1.39494  0.09
H -1.64459 -0.87128 -1.83602  0.09
H -2.45186 0.20432 -2.91354  0.09
H -3.01331 -1.53035 -4.24764  0.09
H -3.89078 -2.34372 -2.92986  0.09
H -1.90893 -3.43142 -4.04419  0.05
H -1.00721 -2.51088 -3.00727  0.05
C -8.99038 -0.76114 0.36129  -0.07
C -10.13385 -1.40440 1.11117  -0.18
O -10.41105 -0.71781 2.35346  0.04
C -11.13164 0.38261 2.26687  -0.41
O -11.59024 0.87353 1.27514  0.16
C -11.36001 0.95584 3.67581  -0.53
F -10.22618 0.98045 4.38897  0.17
F -12.25694 0.20107 4.34204  0.15
F -11.83936 2.20285 3.60837  0.16
H -8.10288 -0.70814 0.99220  0.03
H -8.75074 -1.34178 -0.52835  0.08
H -9.24062 0.25494 0.05369  0.08
H -9.86853 -2.42020 1.39412  0.13
H -11.04213 -1.45220 0.51021  0.12
C 3.31243 4.61145 -1.36581  -0.06
C 1.97754 4.38351 -2.04109  -0.19
O 1.41273 3.12591 -1.62896  0.04
C 0.80456 3.12458 -0.44884  -0.39
O 0.66659 4.06343 0.28003  0.17
C 0.26116 1.71898 -0.15058  -0.54
F 1.18704 0.78517 -0.41739  0.16
F -0.80614 1.45755 -0.91312  0.17
F -0.08586 1.60862 1.13261  0.17
H 3.98364 3.77397 -1.55807  0.09
H 3.77676 5.52790 -1.73125  0.08
H 3.19066 4.69342 -0.29077  0.06
H 2.09974 4.31326 -3.11043  0.10
H 1.27723 5.19435 -1.84063  0.13
C 4.07573 10.57642 -5.08245  -0.06
C 3.59484 9.57674 -4.05291  -0.19
O 3.27287 8.31086 -4.66075  0.03
C 4.29870 7.51267 -4.92505  -0.40
O 5.45280 7.73641 -4.71029  0.17
C 3.78046 6.19526 -5.52389  -0.52
F 2.86619 6.41791 -6.48129  0.17
F 3.20156 5.45340 -4.55858  0.15
F 4.77610 5.48787 -6.05722  0.18
H 3.33948 10.68597 -5.87911  0.08
H 4.23905 11.54740 -4.61669  0.08
H 5.00988 10.25195 -5.53902  0.08
H 2.67085 9.92020 -3.59381  0.13
H 4.32567 9.43125 -3.25877  0.13
C 7.32579 3.15119 5.66461  -0.06
C 6.72296 2.28231 4.58181  -0.19
O 5.81546 3.03163 3.75249  0.04
C 6.36738 3.78263 2.81017  -0.40
O 7.53515 3.89978 2.58058  0.17
C 5.26127 4.47150 1.99517  -0.53
F 4.32957 5.01327 2.79529  0.17
F 4.65839 3.57528 1.19586  0.16
F 5.76614 5.44518 1.23101  0.16
H 6.53987 3.62676 6.25177  0.08
H 7.94702 2.55011 6.32747  0.08
H 7.94204 3.94111 5.23705  0.08
H 6.12364 1.48914 5.02249  0.12
H 7.48931 1.81534 3.96483  0.13